# 1
Molecular formula: C5H10O
Method: DFT, wB97M-V/def2-TZVPD

XYZ file:
```
16
Properties=species:S:1:pos:R:3:nbo_charge:R:1
C -1.843 -0.457 1.847 -0.321
O -0.673 -0.911 0.946 -0.546
C -0.614 0.242 0.063 -0.078
C 0.815 0.428 -0.226 -0.245
C 1.256 1.046 -1.651 -0.433
C 1.531 -0.374 -1.248 -0.418
H -2.043 -1.280 2.601 0.199
H -1.538 0.595 2.544 0.192
H -2.984 -0.428 1.308 0.197
H -1.112 0.052 -0.899 0.175
H -1.107 1.107 0.636 0.188
H 1.412 0.867 0.637 0.221
H 1.978 1.856 -1.679 0.223
H 0.392 1.056 -2.407 0.205
H 0.918 -1.133 -1.864 0.215
H 2.607 -0.713 -1.147 0.225
```

Summary:
* HOMO level: -9.69 eV
* energy relative to the best compared isomer or geometry (same formula, charge and spin): 85.57 kcal/mol
* LUMO: 0.0387 Eh
* net charge: 0



# 2
Molecular formula: C2H3NOS2
Method: DFT, wB97M-V/def2-TZVPD

XYZ file:
```
9
Properties=species:S:1:pos:R:3:nbo_charge:R:1
O 2.419 1.575 0.360 -0.377
N 2.030 0.413 0.047 -0.059
S 2.878 -0.865 0.007 0.190
C 0.647 0.327 -0.189 -0.230
C -0.023 0.493 1.129 -0.495
S -0.243 1.867 0.020 0.226
H 0.103 -0.390 -0.812 0.273
H -0.771 -0.308 1.321 0.226
H 0.433 0.830 2.042 0.246
```

Summary:
* HOMO level: -9.14 eV
* energy relative to the best compared isomer or geometry (same formula, charge and spin): 97.22 kcal/mol
* LUMO: -0.0395 Eh
* net charge: 0



# 3
Molecular formula: C56H35BIO10P
Method: DFT, wB97M-V/def2-TZVPD

XYZ file:
```
104
Properties=species:S:1:pos:R:3:lowdin_charge:R:1
O -3.248 1.177 0.477 0.101
C -2.142 1.232 -0.018 -0.276
C -1.204 2.340 0.319 -0.081
C -1.599 3.303 1.236 -0.006
C -0.731 4.322 1.585 -0.050
C 0.539 4.380 1.023 -0.050
C 0.936 3.428 0.100 0.002
C 0.064 2.409 -0.261 -0.080
C 0.498 1.404 -1.268 -0.289
O 1.582 1.494 -1.808 0.090
C -0.426 0.282 -1.588 -0.091
C -0.025 -0.691 -2.495 0.000
C -0.859 -1.756 -2.782 -0.053
C -2.097 -1.857 -2.156 -0.055
C -2.509 -0.887 -1.262 0.012
C -1.678 0.189 -0.976 -0.079
H -2.585 3.251 1.676 0.114
H -1.042 5.073 2.299 0.109
H 1.220 5.171 1.305 0.109
H 1.920 3.469 -0.344 0.122
H 0.942 -0.610 -2.972 0.122
H -0.542 -2.512 -3.484 0.088
H -2.747 -2.695 -2.372 0.070
H -3.473 -0.960 -0.780 0.123
O 2.695 -4.821 -3.085 0.107
C 2.568 -6.005 -3.311 -0.277
C 1.231 -6.588 -3.616 -0.078
C 0.126 -5.751 -3.659 0.000
C -1.118 -6.266 -3.974 -0.058
C -1.266 -7.621 -4.249 -0.048
C -0.170 -8.464 -4.193 -0.001
C 1.081 -7.953 -3.872 -0.081
C 2.249 -8.877 -3.800 -0.277
O 2.112 -10.069 -3.972 0.108
C 3.590 -8.291 -3.514 -0.082
C 4.697 -9.127 -3.475 -0.003
C 5.953 -8.597 -3.239 -0.056
C 6.109 -7.229 -3.040 -0.056
C 5.008 -6.393 -3.067 -0.002
C 3.744 -6.920 -3.299 -0.083
H 0.246 -4.699 -3.449 0.103
H -1.975 -5.609 -4.008 0.095
H -2.238 -8.019 -4.506 0.109
H -0.276 -9.520 -4.399 0.121
H 4.569 -10.188 -3.634 0.120
H 6.815 -9.249 -3.211 0.107
H 7.092 -6.817 -2.863 0.108
H 5.121 -5.330 -2.909 0.121
O -7.970 7.549 4.206 0.108
C -6.870 7.614 3.701 -0.277
C -5.940 8.732 4.031 -0.082
C -6.340 9.695 4.946 -0.003
C -5.478 10.721 5.289 -0.057
C -4.210 10.788 4.721 -0.057
C -3.811 9.838 3.799 -0.004
C -4.674 8.810 3.446 -0.083
C -4.233 7.805 2.438 -0.278
O -3.153 7.900 1.894 0.101
C -5.155 6.678 2.123 -0.083
C -4.752 5.711 1.211 -0.007
C -5.579 4.638 0.931 -0.052
C -6.815 4.527 1.559 -0.051
C -7.228 5.495 2.457 -0.001
C -6.403 6.575 2.740 -0.083
H -7.325 9.634 5.387 0.120
H -5.791 11.469 6.005 0.107
H -3.534 11.585 4.999 0.107
H -2.830 9.887 3.349 0.120
H -3.790 5.799 0.727 0.116
H -5.259 3.882 0.226 0.108
H -7.456 3.683 1.346 0.109
H -8.188 5.417 2.945 0.120
O 3.290 -1.499 4.860 0.105
C 4.056 -1.114 4.002 -0.278
C 3.627 -1.003 2.580 -0.084
C 2.321 -1.326 2.242 0.002
C 1.897 -1.198 0.931 -0.042
C 2.774 -0.744 -0.048 -0.047
C 4.081 -0.433 0.281 0.013
C 4.515 -0.566 1.593 -0.081
C 5.931 -0.243 1.925 -0.278
O 6.717 0.088 1.063 0.106
C 6.354 -0.333 3.352 -0.082
C 7.660 -0.003 3.692 -0.004
C 8.062 -0.055 5.014 -0.059
C 7.162 -0.435 6.004 -0.059
C 5.864 -0.776 5.670 -0.004
C 5.456 -0.730 4.344 -0.082
H 1.643 -1.674 3.008 0.120
H 0.876 -1.448 0.668 0.107
H 2.437 -0.634 -1.066 0.085
H 4.768 -0.082 -0.476 0.124
H 8.351 0.295 2.918 0.119
H 9.078 0.205 5.278 0.106
H 7.477 -0.468 7.038 0.106
H 5.161 -1.076 6.433 0.120
O -2.642 -1.387 -5.230 0.095
B -2.749 -2.700 -5.540 -1.085
O -1.684 -3.524 -5.394 0.083
P -4.468 -3.424 -6.115 0.443
I -5.506 -3.435 -3.897 0.384
H -1.955 -0.941 -5.752 0.127
H -1.497 -4.020 -6.211 0.124
H -5.027 -2.297 -6.753 -0.130
```

Summary:
* HOMO level: -9.08 eV
* LUMO: -0.0374 Eh
* net charge: 0



# 4
Molecular formula: C9H13Cl2NO4RuS2
Method: DFT, wB97M-V/def2-TZVPD

XYZ file:
```
32
Properties=species:S:1:pos:R:3:nbo_charge:R:1
Ru -0.490 1.486 0.310 0.825
O 0.783 0.546 1.872 -0.722
C 1.378 -0.773 1.895 -0.067
C 2.526 -0.888 0.917 -0.425
C 2.156 -0.312 -0.457 -0.467
C 0.884 -0.900 -0.996 0.269
C 0.934 -2.060 -1.759 -0.230
C -0.223 -2.627 -2.256 -0.108
C -1.438 -2.021 -1.984 -0.237
C -1.439 -0.880 -1.215 0.054
N -0.314 -0.337 -0.718 -0.457
H 1.456 1.229 2.019 0.523
H 0.566 -1.448 1.629 0.192
H 1.678 -0.986 2.921 0.213
H 2.793 -1.944 0.834 0.233
H 3.408 -0.366 1.294 0.231
H 2.960 -0.524 -1.162 0.250
H 2.068 0.770 -0.409 0.248
H 1.899 -2.499 -1.970 0.242
H -0.177 -3.525 -2.858 0.244
H -2.370 -2.413 -2.363 0.249
H -2.360 -0.367 -0.984 0.223
Cl -2.033 0.679 2.072 0.095
C -3.798 0.726 1.640 -0.377
Cl -4.076 1.211 -0.015 0.043
H -4.249 1.445 2.313 0.252
H -4.167 -0.280 1.802 0.246
O 0.636 2.246 -1.281 -0.864
S 0.526 3.563 -0.536 2.181
O 1.114 4.706 -1.119 -0.836
O 0.927 3.175 0.850 -0.912
S -1.559 3.366 -0.288 -0.112
```

Summary:
* HOMO level (alpha / beta): -12.53 / -12.98 eV
* energy relative to the best compared isomer or geometry (same formula, charge and spin): 0.00 kcal/mol
* expectation value of S²: 0.7620
* LUMO (alpha / beta): -0.1700 / -0.1799 Eh
* net charge: +1
* spin multiplicity: 2



# 5
Molecular formula: C9H60NO24V
Method: DFT, wB97M-V/def2-TZVPD

XYZ file:
```
95
Properties=species:S:1:pos:R:3:lowdin_charge:R:1
O 7.134 -5.413 6.844 -0.329
V 8.291 -6.498 6.798 1.022
O 8.598 -6.812 8.343 -0.315
C 9.232 -9.780 7.623 -0.030
C 7.736 -10.066 7.623 -0.472
C 7.355 -10.332 9.075 -0.107
C 5.856 -10.318 9.340 -0.172
C 5.259 -9.022 8.813 -0.130
C 5.531 -8.808 7.325 -0.483
N 6.977 -8.915 7.111 -0.138
O 7.485 -8.297 5.960 -0.271
C 5.060 -7.400 6.989 -0.048
C 4.652 -9.785 6.495 -0.014
C 7.548 -11.310 6.739 0.001
H 9.726 -10.543 8.221 0.090
H 9.427 -8.828 8.118 0.050
H 9.646 -9.714 6.618 0.058
H 7.860 -9.677 9.790 0.123
H 7.721 -11.319 9.382 0.111
H 5.583 -10.436 10.392 0.094
H 5.343 -11.179 8.889 0.092
H 5.612 -8.180 9.410 0.121
H 4.165 -9.065 8.930 0.120
H 3.967 -7.387 6.909 0.092
H 5.427 -7.033 6.034 0.059
H 5.265 -6.677 7.777 0.083
H 4.751 -10.819 6.819 0.064
H 5.012 -9.791 5.465 0.047
H 3.616 -9.478 6.342 0.085
H 8.343 -12.006 7.033 0.097
H 7.693 -11.089 5.682 0.066
H 6.604 -11.839 6.875 0.065
O 10.786 -12.373 5.026 -0.075
H 10.578 -11.448 4.845 -0.019
H 9.927 -12.812 4.993 -0.005
O 10.314 -7.148 6.153 -0.046
H 10.552 -6.827 5.271 0.093
H 10.928 -7.872 6.342 0.102
O 10.579 -10.640 11.010 -0.088
H 10.148 -9.790 11.205 -0.006
H 10.031 -11.294 11.484 0.008
O 5.604 -11.691 3.554 -0.071
H 4.684 -11.470 3.312 0.029
H 6.011 -10.827 3.696 0.031
O 8.176 -13.165 3.725 -0.048
H 7.388 -12.608 3.748 -0.007
H 8.494 -13.115 2.819 0.053
O 8.199 -14.197 9.676 -0.050
H 7.777 -14.133 8.802 0.021
H 7.932 -15.062 10.003 0.063
O 3.013 -7.476 3.454 -0.081
H 3.929 -7.813 3.455 -0.015
H 2.979 -6.860 4.193 0.022
O 7.733 -9.742 13.578 -0.042
H 7.390 -10.269 12.845 -0.003
H 6.954 -9.343 13.977 0.022
O 5.652 -8.420 3.669 -0.056
H 5.978 -8.598 4.575 0.007
H 6.452 -8.224 3.168 0.067
O 9.849 -7.947 11.199 -0.048
H 10.491 -7.847 10.487 0.049
H 9.108 -7.388 10.934 0.043
O 6.564 -14.986 7.414 -0.059
H 6.361 -14.263 6.797 0.014
H 6.817 -15.713 6.835 0.060
O 2.509 -13.191 7.174 -0.042
H 1.978 -13.976 6.994 0.060
H 2.071 -12.763 7.915 0.034
O 8.571 -12.374 11.813 -0.059
H 8.290 -12.912 11.055 -0.001
H 7.757 -12.207 12.311 -0.006
O 4.822 -13.761 5.243 -0.066
H 4.989 -12.929 4.758 -0.005
H 4.223 -13.501 5.956 -0.005
O 2.001 -8.798 11.282 -0.042
H 2.352 -9.556 10.802 0.029
H 1.694 -9.158 12.123 0.053
O 11.200 -12.925 9.407 -0.073
H 10.337 -13.320 9.578 -0.009
H 11.120 -12.000 9.697 -0.010
O 9.586 -9.871 3.986 -0.046
H 10.132 -9.080 3.950 0.035
H 8.784 -9.587 4.462 0.015
O 3.985 -12.675 10.695 -0.041
H 4.256 -13.543 10.367 0.065
H 3.322 -12.376 10.067 0.031
O 6.017 -12.115 12.759 -0.049
H 5.636 -12.517 11.965 0.025
H 5.258 -11.798 13.258 0.066
O 4.622 -7.621 12.050 -0.054
H 3.960 -8.324 12.004 -0.008
H 4.992 -7.679 12.937 0.027
O 3.011 -10.913 3.770 -0.032
H 2.206 -10.988 3.246 0.070
H 2.717 -10.629 4.642 0.042
```

Summary:
* HOMO level: -7.80 eV
* energy relative to the best compared isomer or geometry (same formula, charge and spin): 0.00 kcal/mol
* LUMO: -0.0687 Eh
* net charge: 0



# 6
Molecular formula: CH2N4O2
Method: DFT, wB97M-V/def2-TZVPD

XYZ file:
```
9
Properties=species:S:1:pos:R:3:nbo_charge:R:1
O 0.276 2.428 -0.455 -0.545
N -0.568 1.433 0.269 -0.236
C -0.194 0.149 0.107 0.553
N -0.450 -0.986 0.909 -0.407
N -0.015 -2.016 0.335 0.020
N 0.484 -1.770 -0.792 0.079
O 0.649 -0.317 -0.860 -0.366
H 0.377 1.947 -1.479 0.455
H -0.559 -0.868 1.965 0.448
```

Summary:
* HOMO level: -9.39 eV
* energy relative to the best compared isomer or geometry (same formula, charge and spin): 107.06 kcal/mol
* LUMO: 0.0119 Eh
* net charge: 0



# 7
Molecular formula: C6H4
Method: DFT, wB97M-V/def2-TZVPD

XYZ file:
```
10
Properties=species:S:1:pos:R:3:nbo_charge:R:1
C -0.092 -2.025 0.045 -0.373
C -0.496 -0.900 -0.418 -0.043
C -1.468 0.258 0.099 0.019
C -0.555 1.053 0.643 -0.145
C 0.574 1.748 -0.171 -0.352
C 0.267 0.261 -0.293 -0.010
H 0.925 -2.020 0.020 0.211
H -0.772 -2.803 0.347 0.215
H 0.090 2.566 -0.688 0.235
H 1.527 1.863 0.417 0.245
```

Summary:
* HOMO level (alpha / beta): -7.69 / -7.69 eV
* energy relative to the best compared isomer or geometry (same formula, charge and spin): 136.63 kcal/mol
* LUMO (alpha / beta): 0.0080 / 0.0080 Eh
* net charge: 0



# 8
Molecular formula: H23O12
Method: DFT, wB97M-V/def2-TZVPD

XYZ file:
```
35
Properties=species:S:1:pos:R:3:nbo_charge:R:1
O -0.546 -1.655 1.294 -1.109
H 1.135 4.635 0.046 0.467
H -1.910 1.753 1.296 0.449
O 3.510 -1.166 1.166 -1.023
H 2.747 -0.782 0.739 0.507
H 4.217 -0.844 1.820 0.514
O 0.015 -1.495 -1.166 -1.189
H 0.860 -1.270 -1.444 0.441
O -2.217 1.382 2.046 -0.935
H -0.840 3.259 1.599 0.481
H -1.516 0.715 2.133 0.487
O 1.401 3.921 -0.420 -0.955
H 3.144 1.824 -2.224 0.457
H -2.644 -2.246 3.489 0.481
O 0.428 -4.064 -2.271 -1.000
H -1.411 0.084 -1.796 0.459
H 1.382 0.167 1.413 0.480
O -1.381 4.131 1.560 -0.962
H -2.221 3.936 0.952 0.478
H -0.171 -4.646 -1.845 0.444
O -2.098 -2.166 -4.218 -0.947
H -1.568 -2.541 -3.507 0.485
H -2.300 -1.296 -3.812 0.461
O 3.094 2.710 -2.474 -0.931
H 3.015 3.154 -1.707 0.473
H -3.049 -2.800 2.046 0.484
O -1.029 0.736 -1.264 -1.009
H -0.852 -2.516 1.561 0.458
H 1.874 0.783 2.740 0.471
O 1.519 0.996 1.898 -0.951
H -0.439 0.037 -0.858 0.491
H 0.101 -3.181 -1.761 0.509
O -2.872 -3.088 2.989 -0.965
H -0.153 -1.653 0.234 0.507
H 0.776 3.187 -0.253 0.490
```

Summary:
* HOMO level: -6.56 eV
* energy relative to the best compared isomer or geometry (same formula, charge and spin): 110.44 kcal/mol
* LUMO: 0.0933 Eh
* net charge: -1



Record-wise calculated total energy values, in eV: -7391.054; -27326.561; -97185.705; -68514.130; -86624.405; -11118.979; -6276.550; -24943.219